Entry from the OMol25 dataset: a cluster of 21 separate species, C19H80BBrN4O25P in total in a non-equilibrium geometry (ωB97M-V/def2-TZVPD).

ORCA input file:
```
! RIJCOSX wB97M-V def2-TZVPD def2/J DEFGRID3
* xyz 1 1
C -0.1356 -2.6986 5.0630
O -0.6793 -2.7814 3.7546
C -1.2282 -1.5578 3.2941
C -2.4728 -1.8565 2.4561
C -3.7433 -1.1027 2.9009
C -3.9994 0.1571 2.0823
C -2.9997 1.2731 2.3759
C -3.3644 2.5878 1.6809
C -2.1566 3.5006 1.4284
C -1.4340 3.1734 0.1164
C -0.4091 2.0284 0.2738
C 0.9127 2.2577 -0.4391
C 0.8192 2.3725 -1.9498
N 0.1768 1.1682 -2.5274
Br -1.5442 1.2598 -3.1286
C 0.8620 0.0217 -2.5382
N 2.1238 -0.0536 -2.0934
C 2.4662 -1.3101 -2.2193
C 3.7831 -1.8563 -1.7944
C 4.7308 -0.8282 -1.1525
C 5.2025 -1.2786 0.2063
O 4.1220 -1.2376 1.1552
N 1.4685 -2.0467 -2.7470
P 1.6281 -3.7724 -3.0231
C 0.1610 -4.3873 -2.1392
O 1.1645 -3.8912 -4.5814
N 0.4050 -1.1583 -2.9535
B -0.9133 -1.6563 -3.5524
O -1.8889 -2.0539 -2.6776
O -0.9225 -1.7782 -4.8768
C -2.1580 -1.7223 -5.6035
H 0.4269 -3.6062 5.2642
H 0.5089 -1.8216 5.1713
H -0.9614 -2.6319 5.7713
H -0.4768 -1.0036 2.7190
H -1.5101 -0.9326 4.1468
H -2.6502 -2.9279 2.4884
H -2.2876 -1.5778 1.4155
H -3.7189 -0.8889 3.9711
H -4.5932 -1.7738 2.7527
H -3.9180 -0.0931 1.0180
H -5.0171 0.5084 2.2542
H -2.9943 1.4420 3.4556
H -1.9977 0.9560 2.0814
H -3.9045 2.4056 0.7463
H -4.0656 3.1240 2.3255
H -1.4690 3.3989 2.2706
H -2.4510 4.5466 1.3758
H -2.1852 2.8526 -0.6081
H -0.9073 4.0583 -0.2373
H -0.8351 1.0541 0.0120
H -0.1666 1.9639 1.3365
H 1.3227 3.2086 -0.0836
H 1.6293 1.4937 -0.1549
H 1.7914 2.4941 -2.4260
H 0.2357 3.2500 -2.2174
H 4.2510 -2.3899 -2.6202
H 3.5419 -2.6154 -1.0435
H 4.2476 0.1410 -1.0409
H 5.5932 -0.6852 -1.8026
H 5.9813 -0.6067 0.5618
H 5.6499 -2.2757 0.1768
H 4.4998 -1.0083 2.0107
H 0.4593 -5.3138 -1.6494
H -0.6150 -4.6054 -2.8748
H -0.2392 -3.6705 -1.4255
H 1.5854 -4.6603 -4.9851
H -2.6097 -1.4313 -2.5403
H -2.9550 -2.2628 -5.0967
H -2.0015 -2.1958 -6.5659
H -2.4306 -0.6862 -5.7921
O -2.6292 -5.6150 3.0131
H -3.0076 -5.2057 2.2300
H -2.1360 -4.9038 3.4435
O 2.8895 1.4220 1.9159
H 2.6519 1.0569 2.7754
H 3.1920 0.6495 1.4152
O 2.8311 4.6552 2.6760
H 3.5929 5.0124 2.2086
H 2.7361 3.7562 2.3348
O 7.0772 -1.1339 -3.3719
H 7.1166 -1.0564 -4.3307
H 7.5592 -1.9437 -3.1747
O -7.0371 1.8246 1.4940
H -6.9097 2.7482 1.2561
H -7.6387 1.4829 0.8254
O -0.0174 4.5250 4.0964
H -0.4057 5.2442 4.6047
H 0.8965 4.7940 3.9451
O -2.1815 -3.8600 7.4400
H -3.1148 -4.1115 7.4802
H -1.7230 -4.6960 7.3170
O 0.9704 -6.3334 0.1836
H 1.3788 -5.5431 0.5531
H 0.8833 -6.9218 0.9432
O -3.8649 -1.7049 -8.1872
H -4.7566 -2.0085 -8.3993
H -3.4643 -1.5145 -9.0417
O 0.9660 7.0829 2.2631
H 0.0692 6.7294 2.2524
H 1.5088 6.3521 2.5840
O -2.4805 6.3503 -0.0332
H -2.2770 7.2545 -0.3000
H -3.0460 6.0268 -0.7410
O -4.6568 -5.3346 6.7607
H -4.8258 -5.9595 7.4733
H -4.5670 -5.8755 5.9687
O -6.2584 -0.8271 -6.9871
H -6.7416 -0.1171 -6.5550
H -5.3650 -0.4878 -7.1190
O 0.1439 5.5704 -2.0527
H 0.4716 5.8291 -1.1840
H 0.3208 6.3416 -2.6010
O 1.9634 2.0534 -5.5598
H 1.7720 1.7530 -4.6663
H 2.3288 1.2830 -6.0057
O 2.8840 -8.7134 0.8395
H 3.3400 -7.9507 0.4702
H 2.2259 -8.9419 0.1760
O 7.8706 -0.6297 1.9360
H 8.3539 0.1967 2.0380
H 8.5270 -1.3109 2.1138
O 5.2950 -4.4766 1.6902
H 4.9969 -3.6894 2.1575
H 6.2284 -4.3237 1.5164
O 1.7591 9.1846 0.3272
H 1.4525 8.4741 0.9075
H 2.3101 9.7357 0.8892
O -1.5923 7.8126 -3.3931
H -0.8673 8.2045 -3.8905
H -1.6951 6.9245 -3.7490
*
```

Values from the calculation:
* calculated total energy: -5812.04362 a.u.

=====

Entry from the OMol25 dataset: a structure of composition C20H10F5NdSTe in a non-equilibrium geometry (ωB97M-V/def2-TZVPD).

ORCA input file:
```
! RIJCOSX wB97M-V def2-TZVPD def2/J DEFGRID3
* xyz 0 4
Nd 0.1113 1.1852 0.6797
F -3.3063 5.5102 -2.7387
C -2.2896 4.6327 -2.6027
C -2.4559 3.3976 -1.9609
F -3.6794 3.0777 -1.4902
C -1.3505 2.5894 -1.7698
F -1.5578 1.3935 -1.0096
C -0.0467 2.9582 -2.0926
S 1.3249 1.8958 -1.6974
C 0.0770 4.1996 -2.7618
F 1.2873 4.6196 -3.2502
C -1.0199 5.0484 -3.0079
F -0.8243 6.2255 -3.6236
Te -0.6594 3.9748 1.8314
C 0.3795 2.3448 2.8975
C 1.7253 1.9709 2.6551
C 2.1025 0.6569 2.9778
C 1.2290 -0.2515 3.5954
C -0.0505 0.1392 3.8982
C -0.5267 1.4065 3.4435
H 2.4937 2.6524 2.2441
H 3.0296 0.1901 2.7438
H 1.6008 -1.2550 3.8027
H -0.7291 -0.4978 4.4382
H -1.5389 1.7198 3.6436
C -0.3142 -1.1832 0.5443
C -0.2165 -2.3447 0.0945
C 0.1012 -3.6296 -0.4420
C 0.5734 -4.6939 0.3783
C 0.9319 -5.9163 -0.1015
C 0.7321 -6.1861 -1.4533
C 0.2317 -5.1658 -2.2814
C -0.1115 -3.9176 -1.7978
H 0.6190 -4.4848 1.4293
H 1.3590 -6.6576 0.5129
H 0.9974 -7.1556 -1.8993
H 0.1332 -5.3272 -3.3569
H -0.3625 -3.1219 -2.4724
*
```

Values from the calculation:
* calculated total energy: -2494.98540 a.u.

=====

Entry from the OMol25 dataset: a structure of composition C20H11Cl5N5ORb in a non-equilibrium geometry (ωB97M-V/def2-TZVPD).

ORCA input file:
```
! RIJCOSX wB97M-V def2-TZVPD def2/J DEFGRID3
* xyz 0 1
Rb -0.4386 -0.2620 -1.1246
N 4.1443 0.8968 0.4436
C 2.9396 0.7108 -0.1475
N 1.9842 0.0134 0.3376
C 2.1771 -0.6594 1.5395
N 1.2868 -1.4472 2.0194
N 0.1957 -1.8186 1.3946
C -0.9452 -1.7702 1.9602
C -2.1529 -2.2816 1.3213
C -3.1748 -2.8476 2.0873
C -4.3712 -3.1713 1.4766
C -4.5092 -2.9199 0.1182
C -3.4122 -2.4305 -0.5758
N -2.2623 -2.1258 0.0004
C 3.3906 -0.4002 2.3062
C 3.5693 -0.8558 3.6100
C 4.6864 -0.4795 4.3275
C 5.6571 0.3305 3.7518
C 5.5138 0.7592 2.4464
C 4.3737 0.4179 1.7280
H 4.8568 1.4521 -0.0073
H 2.7901 1.1996 -1.1048
H -1.0783 -1.3179 2.9510
H -3.0152 -3.0301 3.1385
H -5.1827 -3.5990 2.0487
H -5.4421 -3.1036 -0.3908
H -3.4528 -2.2725 -1.6481
H 2.8089 -1.4894 4.0398
H 4.7993 -0.8051 5.3487
H 6.5243 0.6302 4.3236
H 6.2710 1.3756 1.9862
Cl -3.3654 3.5870 -6.9037
C -2.8139 3.0365 -5.3698
C -1.9473 1.9544 -5.2699
Cl -1.4113 1.1424 -6.6925
C -1.5127 1.5289 -4.0310
Cl -0.4433 0.1888 -3.9373
C -1.8977 2.1417 -2.7994
O -1.4840 1.7540 -1.6804
C -2.7964 3.2397 -2.9686
Cl -3.3347 4.0331 -1.5415
C -3.2317 3.6737 -4.2010
Cl -4.2951 5.0192 -4.3121
*
```

Values from the calculation:
* energy relative to the best compared isomer or geometry (same formula, charge and spin): 103.3 kJ/mol

=====

Entry from the OMol25 dataset: a structure of composition C20H12F3N3O6S2Ti in a non-equilibrium geometry (ωB97M-V/def2-TZVPD).

ORCA input file:
```
! RIJCOSX wB97M-V def2-TZVPD def2/J DEFGRID3
* xyz 1 2
Ti -0.6876 0.9301 -0.4270
C -0.2490 0.3389 3.9062
C -0.0968 0.8820 2.6208
N -0.5915 0.2908 1.5507
C -1.2220 -0.9063 1.6849
C -1.4577 -1.4955 2.9131
C -0.9444 -0.8278 4.0504
C -2.1774 -2.7412 2.9755
C -2.5752 -3.3635 1.8484
C -2.2607 -2.8115 0.5570
C -2.5575 -3.4567 -0.6667
C -2.1808 -2.8915 -1.8522
C -1.5055 -1.6602 -1.8337
N -1.2265 -1.0388 -0.7050
C -1.5943 -1.6027 0.4736
H 0.1792 0.8555 4.7523
H 0.4299 1.8155 2.4626
H -1.0930 -1.2596 5.0328
H -2.3911 -3.1700 3.9457
H -3.1188 -4.2978 1.8973
H -3.0773 -4.4072 -0.6539
H -2.3891 -3.3661 -2.7995
H -1.1869 -1.1704 -2.7455
O 0.3011 0.8466 -2.3393
C 1.3697 1.0011 -1.7266
N 1.3136 1.2540 -0.3638
S 2.5280 0.3040 0.3040
O 3.0590 0.8827 1.4959
O 2.0354 -1.0486 0.3583
C 3.5583 0.4611 -1.1123
C 4.9168 0.2850 -1.2227
C 5.4677 0.4703 -2.4917
C 4.6773 0.8050 -3.5847
C 3.3002 0.9706 -3.4528
C 2.7600 0.8015 -2.1971
H 5.5287 0.0165 -0.3728
H 6.5354 0.3592 -2.6249
H 5.1407 0.9537 -4.5503
H 2.6790 1.2442 -4.2950
F -2.8391 5.0097 0.2638
C -2.7662 3.7427 0.6192
F -1.7156 3.5517 1.4187
F -3.8610 3.3753 1.2601
S -2.5900 2.7381 -0.9065
O -2.6850 1.3311 -0.3755
O -3.5848 3.1594 -1.8144
O -1.1553 2.8393 -1.2778
*
```

Values from the calculation:
* energy relative to the best compared isomer or geometry (same formula, charge and spin): 0.0 kJ/mol

=====

Entry from the OMol25 dataset: a structure of composition C20H12F5N2O2S3SeSnTe (ωB97M-V/def2-TZVPD).

ORCA input file:
```
! RIJCOSX wB97M-V def2-TZVPD def2/J DEFGRID3
* xyz 1 1
Sn 0.3258 -0.1396 0.1100
O -2.2769 3.7331 3.0865
C -1.3196 4.3821 2.4039
C -1.2251 5.7585 2.6072
C -0.2678 6.4962 1.9478
C 0.6243 5.8869 1.0623
C 0.5394 4.5326 0.8528
C -0.4263 3.7549 1.5145
C -0.4571 2.3213 1.2647
O 0.4312 1.8367 0.4128
N -1.3252 1.5600 1.8790
N -1.2028 0.2164 1.5534
C -2.0191 -0.6006 2.1422
S -3.1244 -0.0652 3.3491
C -3.9639 -1.6706 3.4953
C -2.9509 -2.7653 3.2256
S -2.0389 -2.2890 1.7274
H -2.2402 2.7871 2.8603
H -1.9215 6.2185 3.2946
H -0.2098 7.5630 2.1207
H 1.3731 6.4728 0.5487
H 1.2207 4.0414 0.1730
H -4.7879 -1.6992 2.7844
H -4.3597 -1.7381 4.5074
H -3.4331 -3.7200 3.0232
H -2.2448 -2.8792 4.0459
Te 2.5006 -1.4369 0.9336
C 2.2242 -2.9112 -0.5184
C 1.1759 -3.7844 -0.6211
C 1.3119 -4.6621 -1.7271
C 2.4713 -4.4543 -2.4145
S 3.3949 -3.1891 -1.7398
H 0.3404 -3.7936 0.0649
H 0.5903 -5.4207 -1.9919
H 2.8347 -4.9928 -3.2765
F 3.9269 -1.5928 -5.3248
C 2.8520 -1.4287 -4.5725
C 2.7585 -0.3325 -3.7293
F 3.7381 0.5574 -3.6744
C 1.6405 -0.1984 -2.9332
F 1.5782 0.8518 -2.0861
C 0.6118 -1.1212 -2.9403
Se -0.9597 -0.9171 -1.8738
C 0.7312 -2.2167 -3.7800
F -0.2262 -3.1394 -3.8125
C 1.8380 -2.3733 -4.5964
F 1.9470 -3.4390 -5.3782
*
```

Values from the calculation:
* energy relative to the best compared isomer or geometry (same formula, charge and spin): 0.0 kJ/mol

=====

Entry from the OMol25 dataset: a structure of composition C20H12N3O6SSbSe4Ta (ωB97M-V/def2-TZVPD).

ORCA input file:
```
! RIJCOSX wB97M-V def2-TZVPD def2/J DEFGRID3
* xyz -1 1
Ta -0.0112 0.1016 -0.3673
O -1.6959 -0.5419 0.8076
C -2.1937 -0.9195 -0.3134
O -1.9135 -0.1967 -1.3167
C -2.6792 -2.3048 -0.4845
C -3.9760 -2.7500 -0.2924
C -4.2664 -4.0934 -0.4595
C -3.2418 -4.9691 -0.8075
C -1.9458 -4.5180 -0.9850
C -1.6211 -3.1646 -0.8279
S 0.0322 -2.5979 -1.0275
H -4.7535 -2.0469 -0.0210
H -5.2763 -4.4549 -0.3203
H -3.4575 -6.0223 -0.9400
H -1.1578 -5.2115 -1.2498
O 0.4880 0.2637 -2.4605
C 1.7217 0.0915 -2.2216
O 2.0187 -0.2321 -1.0239
C 2.7557 0.2979 -3.2431
C 4.0756 0.4778 -2.8450
C 5.0496 0.7394 -3.7964
C 4.7096 0.8105 -5.1361
C 3.3845 0.6297 -5.4998
C 2.3881 0.3890 -4.5780
N 3.0266 0.6998 -6.9269
O 3.9233 0.8940 -7.7246
O 1.8624 0.5368 -7.2264
H 4.3201 0.4698 -1.7905
H 6.0708 0.9116 -3.4867
H 5.4441 1.0155 -5.9006
H 1.3585 0.2774 -4.8838
N 5.6446 -0.4244 2.7914
C 4.5359 -0.6608 2.6080
C 3.1805 -1.0796 2.3772
C 2.7862 -2.3517 2.8040
C 1.4846 -2.7450 2.6016
C 0.6237 -1.8854 1.9466
N 1.0120 -0.6882 1.4906
C 2.2622 -0.2641 1.7376
H 3.5025 -3.0074 3.2809
H 1.1345 -3.7155 2.9205
H -0.3964 -2.1593 1.7414
H 2.5503 0.7241 1.3922
Se 3.0534 3.9419 -2.8456
Sb 3.3666 4.1875 -0.5142
Se 0.2361 2.3375 0.0459
Se 4.6145 2.5174 0.6414
Se 2.6152 6.0901 0.6562
*
```

Values from the calculation:
* energy relative to the best compared isomer or geometry (same formula, charge and spin): 21.5 kJ/mol

=====

Entry from the OMol25 dataset: a structure of composition C20H13AlN3O6 in a non-equilibrium geometry (ωB97M-V/def2-TZVPD).

ORCA input file:
```
! RIJCOSX wB97M-V def2-TZVPD def2/J DEFGRID3
* xyz 1 1
Al 0.3057 1.4944 0.0002
O 2.0154 1.1071 -3.4342
C 1.7670 1.1441 -2.2680
O 0.6258 1.5483 -1.7320
C 2.7382 0.6983 -1.1724
C 3.9270 -0.0155 -1.2190
C 4.5077 -0.3698 -0.0003
C 3.9283 -0.0114 1.2177
C 2.7399 0.7025 1.1703
N 2.2146 1.0110 -0.0012
C 1.7705 1.1495 2.2668
O 2.0214 1.1150 3.4328
O 0.6276 1.5508 1.7324
H 4.3596 -0.3041 -2.1640
H 5.4148 -0.9558 0.0001
H 4.3604 -0.2965 2.1640
O -1.2771 -6.3386 0.0248
C -0.2778 -5.4635 -0.0102
O 0.8659 -5.8157 -0.0462
C -0.6263 -3.9954 -0.0037
C -1.9248 -3.4920 -0.0157
C -2.1518 -2.1322 -0.0147
C -1.0724 -1.2426 -0.0010
C 0.2274 -1.7530 0.0094
C 0.4521 -3.1088 0.0075
N -1.1803 0.1385 0.0005
C -2.2998 0.7610 0.0027
C -2.3327 2.2001 0.0020
C -3.5406 2.8913 0.0024
C -3.5109 4.2775 0.0013
C -2.2790 4.9178 -0.0002
C -1.1176 4.1518 -0.0007
N -1.1462 2.8287 0.0005
H -2.1604 -5.9513 0.0655
H -2.7860 -4.1431 -0.0314
H -3.1687 -1.7792 -0.0266
H 1.0462 -1.0475 0.0192
H 1.4507 -3.5205 0.0127
H -3.2609 0.2579 0.0058
H -4.4737 2.3461 0.0031
H -4.4302 4.8426 0.0013
H -2.2136 5.9943 -0.0010
H -0.1363 4.6072 -0.0021
*
```

Values from the calculation:
* calculated total energy: -1628.12791 a.u.

=====

Entry from the OMol25 dataset: an isolated molecule of C20H13F13NO2PS in a non-equilibrium geometry (ωB97M-V/def2-TZVPD).

ORCA input file:
```
! RIJCOSX wB97M-V def2-TZVPD def2/J DEFGRID3
* xyz 0 1
O 4.8126 -3.1537 0.7822
P 3.4908 -2.0233 0.8415
O 3.6845 -1.1986 2.3628
C 3.7977 -0.6641 -0.4757
C 4.8417 -0.8826 -1.6337
C 5.0717 0.2817 -2.6665
C 4.2543 1.6197 -2.5676
C 3.2027 1.8610 -1.4213
C 3.0236 0.7029 -0.4109
S 1.7840 0.9651 0.9578
C 0.5900 2.1510 0.1947
C -0.8981 2.1438 0.7068
C -1.2632 1.0705 1.8280
C -2.6795 1.2910 2.5451
C -3.9147 0.5713 1.8390
F -4.4727 1.3310 0.7464
F -4.9726 0.5382 2.8274
C -3.6563 -0.9725 1.4403
F -2.7188 -1.6009 2.3267
F -4.9040 -1.6490 1.6918
C -3.3366 -1.2185 -0.1113
F -2.4801 -0.2428 -0.6938
F -4.5924 -1.0772 -0.8004
C -2.8256 -2.7150 -0.4608
F -3.4588 -3.0484 -1.7110
F -3.2524 -3.6981 0.4584
C -1.2317 -2.7790 -0.7812
F -1.1035 -2.3065 -2.1289
F -0.4453 -2.0583 0.1445
C -0.6572 -4.2916 -0.7909
F -0.4871 -4.6463 0.5879
F 0.6376 -4.2557 -1.3832
F -1.5190 -5.2164 -1.4144
C -1.8526 3.1758 0.0714
C -1.3959 4.1578 -1.0606
C 0.0923 4.1005 -1.5231
C 1.1329 3.0961 -0.9033
N 2.5215 3.1682 -1.3946
H 5.1806 -3.1556 1.7057
H 2.8676 -1.3825 2.8806
H 5.4658 -1.8387 -1.7300
H 5.8567 0.1308 -3.4962
H 4.5029 2.4037 -3.3532
H -0.4542 1.1707 2.6503
H -1.1086 0.0356 1.3695
H -2.6127 0.8500 3.6121
H -2.8583 2.4086 2.6809
H -2.9338 3.2538 0.4131
H -2.1802 4.8605 -1.4918
H 0.3817 4.8435 -2.3512
H 3.0727 3.8925 -0.9095
*
```

Values from the calculation:
* calculated total energy: -3012.63086 a.u.
* SMILES: OP(O)c1cccc2c1Sc1c(CCC(F)(F)C(F)(F)C(F)(F)C(F)(F)C(F)(F)C(F)(F)F)cccc1N2